Entry 1:
111
Properties=species:S:1:pos:R:3:forces:R:3:mulliken_charge:R:1 method="wB97M-V/def2-TZVPD" lumo_ev=-0.22 orbital_gap_ev=6.339 energy_ha=-3494.1352
Pt 1.26927 -0.18552 0.52515 1.81 -0.84 0.40 0.69
C 1.56889 0.64950 5.33059 -0.07 -0.12 0.03 -1.44
Si 1.86673 0.62650 3.46436 0.01 0.15 -0.04 0.31
C 3.74091 0.44836 3.35175 0.05 0.01 -0.14 -1.09
C 1.39230 2.33589 2.84090 0.13 0.08 0.01 -0.41
N 1.08251 -0.61427 2.52125 -0.70 -0.11 0.03 1.16
C 0.39696 -1.74289 2.95049 0.12 0.10 -0.05 1.05
C -0.14181 -1.85977 4.25362 0.01 0.00 -0.13 -1.00
C -0.91308 -2.93135 4.67067 0.03 0.04 0.06 -0.81
C -1.19556 -3.98513 3.81588 -0.02 -0.04 -0.02 -0.73
C -0.65002 -3.94938 2.54243 -0.06 -0.02 0.08 -0.42
C 0.12484 -2.87922 2.15035 0.07 0.18 0.13 -0.43
F 0.66036 -2.98960 0.89672 0.08 0.09 -0.15 -0.32
H 2.18871 1.45322 5.74443 -0.05 -0.04 -0.06 0.39
H 1.87339 -0.28327 5.81614 -0.02 0.09 0.00 0.34
H 0.52954 0.85996 5.60269 0.09 0.01 -0.01 0.36
H 4.22748 1.24281 3.92996 -0.04 -0.08 -0.04 0.47
H 4.07713 0.51670 2.31329 -0.01 -0.03 0.08 0.16
H 4.06905 -0.51558 3.76059 -0.03 0.07 -0.04 0.19
H 2.24212 3.02653 2.92365 -0.10 -0.10 0.05 0.54
H 0.56622 2.75513 3.42509 0.05 -0.04 -0.02 0.34
H 1.07696 2.29486 1.79747 -0.04 0.03 0.03 -0.35
H 0.03184 -1.04554 4.93785 -0.08 -0.05 -0.01 0.30
H -1.31581 -2.93019 5.67757 0.04 0.02 -0.03 0.43
H -1.81668 -4.81395 4.12798 0.02 0.01 -0.01 0.40
H -0.81526 -4.75511 1.83600 0.04 0.06 -0.01 0.48
N -0.22855 1.03942 0.22652 0.33 -0.20 -0.22 -0.26
P -1.73751 1.10385 -0.00860 -0.30 0.28 0.05 -0.92
N -2.47189 0.05508 -1.11387 0.26 -0.34 0.05 0.20
C -1.63129 -0.52106 -2.16714 -0.04 -0.02 0.15 -0.38
C -1.09794 -1.89973 -1.77671 -0.24 0.00 -0.11 1.00
C -2.23350 -2.84058 -1.37894 0.07 0.05 0.14 -1.45
C -3.07527 -2.20062 -0.27520 0.04 0.04 -0.14 0.39
C -3.57062 -0.83149 -0.73440 0.03 0.08 -0.02 -1.13
N -2.70492 1.01986 1.35524 -0.08 0.07 0.13 1.34
C -2.33335 0.13534 2.45382 0.01 0.18 -0.06 0.14
C -2.22344 0.91251 3.76120 -0.17 -0.07 -0.03 0.19
C -3.51992 1.67285 4.04167 0.13 0.10 -0.03 -1.16
C -3.86975 2.56968 2.85450 -0.06 -0.13 0.04 -0.68
C -3.95430 1.73447 1.57992 0.14 -0.07 0.00 -1.09
N -2.16879 2.62215 -0.60494 0.15 0.23 0.09 0.23
C -1.52579 3.76536 0.06544 -0.02 -0.25 -0.14 -0.82
C -0.23942 4.19520 -0.63661 -0.14 0.07 -0.09 0.40
C -0.51441 4.49983 -2.10944 0.06 -0.16 0.04 -1.26
C -1.16513 3.28931 -2.78217 -0.04 0.11 0.08 0.72
C -2.42457 2.87902 -2.01608 0.12 -0.04 0.07 -1.32
H -0.79655 0.15727 -2.35307 -0.03 0.04 -0.05 -0.37
H -2.22291 -0.59489 -3.09079 0.01 0.02 0.00 0.55
H -0.42886 -1.76467 -0.92242 -0.01 -0.05 -0.01 -1.15
H -0.52296 -2.31935 -2.61032 -0.05 0.00 0.06 0.47
H -1.82467 -3.79481 -1.03615 -0.02 -0.02 -0.05 0.47
H -2.86838 -3.04569 -2.24953 0.00 -0.02 0.01 0.43
H -2.46111 -2.07427 0.62360 -0.05 -0.03 0.00 -0.39
H -3.92683 -2.83729 -0.01810 0.03 0.01 0.03 0.44
H -4.16146 -0.35281 0.04319 -0.02 -0.02 -0.05 0.18
H -4.21912 -0.96274 -1.61240 -0.01 0.02 0.02 0.65
H -1.38041 -0.32414 2.21104 0.00 -0.03 -0.01 -0.81
H -3.08646 -0.66081 2.56874 0.01 0.00 -0.04 0.29
H -1.39264 1.61687 3.67011 0.04 0.01 0.02 -0.40
H -1.99826 0.21945 4.57535 0.01 0.03 0.00 0.31
H -3.42496 2.26799 4.95330 -0.04 -0.04 0.02 0.46
H -4.33236 0.95320 4.20089 0.01 0.03 0.03 0.37
H -3.09087 3.32757 2.72855 -0.04 0.03 -0.01 0.22
H -4.82042 3.08414 3.02268 0.03 0.00 0.00 0.42
H -4.16227 2.35904 0.71545 -0.03 0.00 -0.04 0.41
H -4.77990 1.01162 1.69379 0.00 0.02 -0.04 0.48
H -1.30420 3.47708 1.09303 -0.05 0.04 0.04 0.09
H -2.23834 4.60216 0.07899 -0.01 -0.02 0.03 0.50
H 0.46422 3.36408 -0.55168 0.02 0.03 0.05 -0.59
H 0.18507 5.06769 -0.13158 0.00 -0.03 0.00 0.47
H 0.41325 4.77107 -2.62196 -0.04 0.05 -0.02 0.47
H -1.19486 5.35730 -2.18421 0.05 0.01 -0.03 0.38
H -0.45980 2.45025 -2.78718 -0.04 0.02 -0.02 -0.58
H -1.42687 3.51992 -3.81979 0.02 -0.04 0.00 0.42
H -2.87736 1.99204 -2.45363 -0.05 0.01 -0.02 0.52
H -3.15238 3.69998 -2.08162 -0.03 -0.02 -0.01 0.45
C 5.89995 -2.08894 1.12250 -0.07 0.08 -0.07 -1.31
P 4.17963 -2.50807 0.79620 -0.10 -0.39 0.25 1.11
C 3.64521 -3.59426 2.12644 0.02 0.09 -0.03 -0.80
C 4.23261 -3.53142 -0.69153 -0.08 0.08 0.02 -1.28
O 3.31130 -1.30657 0.65052 -0.42 0.42 -0.26 -0.62
H 6.49161 -2.99194 1.28476 -0.03 0.04 -0.01 0.41
H 5.95853 -1.44417 1.99937 -0.02 -0.01 0.00 0.31
H 6.29009 -1.54710 0.25908 0.04 0.00 0.06 0.34
H 4.23986 -4.50865 2.17261 -0.01 0.06 0.00 0.50
H 2.59529 -3.83735 1.95768 0.06 -0.03 0.04 0.01
H 3.72371 -3.04923 3.06888 -0.02 -0.04 -0.01 0.23
H 4.98127 -4.32153 -0.60576 -0.06 0.04 0.00 0.45
H 4.47248 -2.88891 -1.54075 0.03 -0.05 0.00 0.28
H 3.24880 -3.97645 -0.85294 0.04 -0.01 0.01 0.30
S 2.70839 -0.01240 -5.93271 -0.20 0.03 -0.16 -0.15
C 2.26196 -0.00173 -4.20999 0.08 -0.13 0.20 -0.13
C 2.22322 1.17439 -3.48250 0.16 0.18 -0.05 -0.34
C 2.01479 1.11616 -2.11556 0.12 0.44 0.12 -0.34
N 1.87370 -0.02974 -1.45592 -1.19 0.16 -0.11 0.20
C 1.86522 -1.16150 -2.15954 0.36 -0.30 -0.13 -0.67
C 2.04692 -1.19289 -3.52938 0.20 -0.09 -0.02 -0.72
C 1.06382 0.17669 -6.61685 0.04 0.03 0.11 0.37
C 0.30924 -0.93531 -6.95647 -0.01 0.00 -0.04 -0.15
C -0.96976 -0.73169 -7.45745 -0.02 0.09 -0.01 -0.45
N -1.50956 0.47321 -7.62999 0.06 -0.01 0.03 -0.60
C -0.77063 1.53154 -7.30200 -0.03 -0.07 -0.02 -0.46
C 0.51801 1.43933 -6.79412 0.00 -0.01 -0.04 -0.10
H 2.38241 2.12766 -3.97032 -0.01 -0.02 0.07 0.49
H 1.98748 2.01159 -1.50987 -0.11 0.00 -0.01 0.20
H 1.74114 -2.06892 -1.58474 -0.08 0.03 -0.04 0.92
H 2.05480 -2.13688 -4.05893 0.00 0.01 0.05 0.54
H 0.71019 -1.93348 -6.83691 -0.03 0.02 -0.01 0.40
H -1.59083 -1.57618 -7.73572 0.02 0.00 0.02 0.37
H -1.23101 2.50156 -7.45717 0.02 -0.02 0.02 0.40
H 1.08619 2.32677 -6.54629 -0.04 -0.02 -0.01 0.39

=====

Entry 2:
126
Properties=species:S:1:pos:R:3:forces:R:3:mulliken_charge:R:1 method="wB97M-V/def2-TZVPD" lumo_ev=0.50 smiles="CCOC(C)=O.CCOC(C)=O.CCOC(C)=O.CCOC(C)=O.O=C1OCCO1.O=C1OCCO1.O=C1OCCO1.O=C1OCCO1.O=C1OCCO1.O=C1OCCO1.O=C1OCCO1" orbital_gap_ev=10.290 energy_ha=-3627.8883
C -3.43475 -4.39877 2.90488 -0.01 1.29 0.60 -0.43
C -2.15661 -4.79487 2.22302 1.30 -2.54 -0.46 -0.41
O -1.99527 -3.89152 1.12268 0.04 0.40 0.73 0.01
C -2.80888 -2.83883 1.31831 -0.39 -1.62 0.80 0.07
O -2.87664 -1.92054 0.57513 -0.36 0.93 -0.13 -0.38
O -3.56885 -3.04745 2.43597 -0.06 0.98 -1.04 -0.18
H -3.39545 -4.27433 4.00553 0.11 -0.60 -0.65 0.27
H -4.30678 -4.96040 2.60241 -0.22 -0.19 -0.06 0.25
H -2.14843 -5.80659 1.72973 -0.23 0.87 0.72 0.33
H -1.30095 -4.79662 2.92778 -0.23 0.49 -0.62 0.23
C 0.85205 -1.37552 5.78515 0.38 -1.21 1.57 -0.45
C 1.54229 -0.09761 5.47858 -0.10 2.28 -1.54 0.25
O 2.05751 -0.29412 4.07810 -0.28 -0.92 2.34 -0.31
C 1.40115 -1.36242 3.65096 -0.95 -0.60 -4.12 0.20
O 1.36229 -1.64989 2.46004 0.50 -0.12 1.77 -0.21
O 0.63395 -2.01895 4.54703 1.05 0.73 -0.41 -0.32
H -0.09771 -1.33590 6.28869 -0.34 0.60 0.20 0.32
H 1.51750 -1.97286 6.42043 -0.13 -0.33 -0.23 0.24
H 2.34973 0.18810 6.16045 -0.12 -0.25 -0.34 0.38
H 0.85288 0.74468 5.32089 0.29 -0.40 0.61 -0.20
C 2.29878 -4.65824 -0.55753 0.59 -0.22 -2.13 -0.04
C 1.97531 -4.89155 0.90443 -1.41 0.20 -0.29 0.24
O 0.78638 -5.73688 0.80233 0.98 0.51 1.37 -0.42
C 0.26533 -5.61408 -0.41282 1.10 -0.37 0.43 0.68
O -0.78539 -6.02196 -0.70042 -3.25 -1.15 -0.70 -0.54
O 1.10661 -5.10160 -1.26833 0.67 1.74 -0.30 -0.39
H 2.99146 -5.38955 -1.03187 0.49 0.87 1.07 0.25
H 2.53623 -3.61762 -0.89856 -0.15 -0.98 0.63 0.03
H 1.69967 -4.02893 1.51035 0.02 0.36 -0.44 -0.24
H 2.72216 -5.39765 1.44630 0.94 -0.84 0.40 0.50
C -5.28677 0.49814 1.78262 0.88 0.20 -1.06 0.35
C -6.35657 -0.53077 1.65207 -0.12 -2.08 0.79 -0.38
O -6.10455 -1.42948 2.77471 0.07 0.52 0.27 -0.38
C -5.21672 -0.85834 3.61082 0.97 -1.04 0.50 0.70
O -4.80506 -1.35814 4.63337 -0.82 1.02 -1.29 -0.59
O -4.75762 0.30453 3.07546 -0.08 0.02 1.01 -0.15
H -5.70310 1.47109 1.63886 -0.12 0.88 0.38 0.41
H -4.45469 0.40616 1.06605 -0.35 -0.31 0.13 -0.33
H -6.29512 -1.17936 0.79896 0.14 0.05 -0.69 0.20
H -7.37473 -0.22232 1.77574 -0.47 0.68 -0.05 0.30
C 5.19738 0.29620 0.87693 -0.45 -0.49 0.40 -0.06
C 5.31181 -0.02800 2.33546 0.15 0.34 1.55 -0.22
O 5.30728 -1.48025 2.39398 0.28 1.26 -0.28 -0.37
C 4.72754 -1.88668 1.24265 0.24 0.07 0.74 0.42
O 4.46171 -3.01704 1.02974 -0.41 -1.16 -0.43 -0.54
O 4.50425 -0.87579 0.40884 -0.17 0.74 -0.79 -0.01
H 6.13741 0.36979 0.34552 0.24 0.04 -0.05 0.28
H 4.61408 1.20065 0.78469 -0.35 0.02 -0.62 0.10
H 4.44511 0.33164 2.92776 0.29 -0.25 -0.51 0.04
H 6.20298 0.42842 2.79323 -0.09 -0.67 -0.10 0.37
C 1.10659 4.61593 -1.07597 0.63 -0.24 -1.26 -0.36
C 0.31845 3.94292 -2.22524 0.06 -0.57 -0.21 0.49
O -1.02999 3.91277 -1.69829 1.48 -0.15 1.34 -0.30
C -0.85350 3.92280 -0.32023 -2.94 -0.63 -0.49 0.71
O -1.73956 3.63849 0.43814 0.15 0.16 -0.45 -0.56
O 0.32291 4.31760 0.06287 1.53 -0.43 0.42 -0.33
H 1.14820 5.67843 -1.06758 -0.26 1.12 -0.77 0.39
H 2.16561 4.32753 -1.05524 -0.53 -0.72 0.57 0.12
H 0.65500 2.89863 -2.48186 -0.20 0.92 0.80 -0.51
H 0.29568 4.45866 -3.17285 0.06 0.56 -0.07 0.42
C -0.48605 -0.39743 0.52437 -1.56 -0.69 -0.24 0.29
C 0.15684 -1.34467 -0.49584 -1.93 1.38 -1.05 0.88
O 1.00349 -0.37067 -1.26131 -0.80 -1.26 1.65 -0.32
C 1.17582 0.67944 -0.43364 1.79 0.23 -0.56 0.64
O 2.01619 1.51690 -0.64914 -0.11 0.39 -0.25 -0.60
O 0.42793 0.67886 0.64764 -0.04 -0.16 0.26 -0.62
H -0.72804 -0.88268 1.47614 0.55 0.38 -0.16 0.26
H -1.42559 0.01005 0.11870 0.35 -0.15 0.07 0.35
H -0.65152 -1.70091 -1.16816 0.73 0.18 0.23 0.23
H 0.62942 -2.19269 -0.03797 1.11 0.00 -0.04 -1.03
O -2.70650 0.02440 -2.02863 -0.90 -0.23 -0.58 -0.12
C -3.70753 0.64844 -2.35442 1.50 -0.20 1.42 0.71
O -4.80947 0.12293 -2.89951 -0.17 -0.46 0.27 -0.45
C -4.92977 -1.35501 -2.87255 0.30 1.23 -0.96 0.14
C -4.00803 -1.93571 -3.91441 -0.14 -0.97 0.44 -0.99
C -3.79208 2.11242 -2.03617 -1.64 -0.45 0.86 -0.71
H -5.98639 -1.53590 -3.06283 0.07 0.02 0.07 0.33
H -4.63243 -1.66498 -1.89426 0.06 -0.33 0.71 -0.05
H -4.21779 -1.55218 -4.90639 0.12 0.21 -0.08 0.32
H -4.11881 -3.03354 -3.94902 -0.03 0.36 0.03 0.38
H -3.00494 -1.72572 -3.55777 0.21 0.04 -0.49 0.10
H -3.31620 2.37348 -1.06663 -0.17 -0.50 -0.66 -0.06
H -4.88329 2.31961 -1.97261 0.80 0.55 -0.30 0.38
H -3.27153 2.63351 -2.80435 0.14 0.74 -0.69 0.14
O -0.63312 1.76703 6.24370 -0.49 0.69 -0.12 -0.64
C -1.04101 2.91335 6.15633 0.54 -0.14 0.38 0.72
O -1.86288 3.35853 5.22854 -0.03 0.77 0.18 -0.38
C -2.42311 2.52837 4.19761 -0.06 0.41 -1.03 -0.49
C -1.45643 2.19796 3.09002 0.65 -0.78 -1.33 0.33
C -0.66622 3.97413 7.22042 -0.56 -0.13 -0.62 -0.97
H -3.13495 3.19418 3.69696 -0.27 -0.16 0.59 0.25
H -2.93427 1.67698 4.62239 0.02 -0.25 0.18 0.41
H -1.98399 1.62823 2.25402 0.40 0.88 1.10 -0.24
H -0.63238 1.53266 3.37938 -0.12 0.21 0.21 -0.21
H -1.02320 3.11260 2.61373 -0.46 -0.78 0.53 0.17
H -1.30033 3.60046 8.07322 0.79 0.94 -0.45 0.27
H -0.85533 5.06989 6.92610 0.06 -1.91 0.49 0.27
H 0.40428 3.80204 7.42941 -0.60 0.21 0.18 0.31
O -1.44384 2.62990 -4.74823 -1.31 1.17 -0.25 -0.57
C -0.38868 2.11637 -4.92215 1.16 -1.78 0.66 0.41
O 0.58474 2.58156 -5.71005 0.07 -0.24 0.16 -0.18
C 0.21539 3.62246 -6.57413 -0.57 0.64 -1.79 -0.18
C 1.45726 4.02151 -7.33373 1.23 0.82 1.33 -1.23
C -0.01374 0.81398 -4.26142 -0.57 -0.12 -0.40 0.20
H -0.24963 4.46050 -6.05097 0.09 -0.12 0.15 0.33
H -0.53169 3.26412 -7.33840 0.44 0.12 0.92 0.27
H 1.22120 4.76297 -8.11933 0.42 -0.35 0.49 0.37
H 1.93926 3.14837 -7.71809 -0.13 -0.70 -0.92 0.33
H 2.29187 4.33873 -6.61663 -1.33 0.39 -0.84 0.25
H 0.90040 0.85493 -3.67916 0.05 0.01 0.08 -0.34
H 0.06217 0.01652 -5.00133 0.38 0.15 -0.23 0.55
H -0.88595 0.54207 -3.68544 0.08 -0.05 0.69 -0.22
O 4.43872 -2.09321 -3.94289 -2.95 -2.03 -1.51 -0.56
C 5.38288 -1.58447 -3.48331 3.41 -1.49 2.02 0.87
O 5.57820 -0.32558 -3.41115 -0.60 4.10 0.22 -0.38
C 4.33022 0.42917 -3.69465 0.27 -0.96 -0.10 0.34
C 4.48082 1.85886 -3.25110 0.49 1.05 -1.56 -0.82
C 6.54794 -2.30237 -2.81577 -0.27 -0.73 0.23 -1.11
H 3.58678 -0.08378 -3.07572 -0.21 0.20 -0.43 -0.22
H 4.12819 0.22963 -4.76373 -0.14 0.55 0.58 0.41
H 5.53165 2.17876 -3.40211 -0.46 -0.13 0.12 0.44
H 4.23013 1.96290 -2.20137 -0.23 0.21 0.00 0.07
H 3.87419 2.55075 -3.93330 0.53 -0.95 1.22 0.13
H 6.16486 -3.14430 -2.23213 -0.08 0.19 0.00 0.27
H 7.17927 -1.67914 -2.18560 -0.26 0.20 -0.08 0.29
H 7.17698 -2.74720 -3.56203 0.36 -0.20 -0.58 0.35

=====

Strongest force on any atom per entry: 2.0, 4.3 eV/Å